This record from the OMol25 dataset describes 13 unconnected molecules or ions with the total composition C48H130N8O21 at a distorted geometry. The level of theory is wB97M-V/def2-TZVPD.

Bonds (Å) are listed after each position.
Atoms and positions in Å:
1 C 4.966 -13.772 -17.508  O2 1.478, H10 1.090, H11 1.090, H12 1.090
2 O 6.058 -13.439 -16.569  C1 1.478, C3 1.400
3 C 6.132 -14.275 -15.449  O2 1.400, C4 1.538, H13 1.090, H14 1.090
4 C 7.400 -14.019 -14.616  C3 1.538, N5 1.491, H15 1.090, H16 1.090
5 N 7.504 -12.598 -14.176  C4 1.491, C6 1.449, H17 1.010
6 C 8.803 -12.372 -13.574  N5 1.449, C7 1.510, H18 1.090, H19 1.090
7 C 9.067 -10.902 -13.348  C6 1.510, O8 1.438, H20 1.090, H21 1.090
8 O 8.045 -10.159 -12.661  C7 1.438, C9 1.479
9 C 7.684 -10.728 -11.344  O8 1.479, H22 1.090, H23 1.090, H24 1.090
10 H 3.985 -13.750 -17.032  C1 1.090
11 H 5.024 -14.762 -17.961  C1 1.090
12 H 4.958 -13.027 -18.303  C1 1.090
13 H 6.200 -15.301 -15.811  C3 1.090
14 H 5.265 -14.077 -14.819  C3 1.090
15 H 8.264 -14.348 -15.194  C4 1.090
16 H 7.266 -14.742 -13.812  C4 1.090
17 H 7.320 -12.066 -15.015  N5 1.010
18 H 9.590 -12.732 -14.236  C6 1.090
19 H 8.970 -12.976 -12.682  C6 1.090
20 H 9.310 -10.416 -14.293  C7 1.090
21 H 10.014 -10.756 -12.829  C7 1.090
22 H 6.825 -10.210 -10.918  C9 1.090
23 H 8.564 -10.760 -10.701  C9 1.090
24 H 7.413 -11.779 -11.441  C9 1.090
25 C 13.279 -4.893 -6.839  O26 1.431, H34 1.090, H35 1.090, H36 1.090
26 O 12.082 -4.476 -7.503  C25 1.431, C27 1.466
27 C 10.770 -4.540 -6.852  O26 1.466, C28 1.528, H37 1.090, H38 1.090
28 C 10.426 -5.996 -6.539  C27 1.528, N29 1.484, H39 1.090, H40 1.090
29 N 10.148 -6.749 -7.787  C28 1.484, C30 1.489, H41 1.010
30 C 9.048 -6.333 -8.699  N29 1.489, C31 1.559, H42 1.090, H43 1.090
31 C 8.449 -7.390 -9.677  C30 1.559, O32 1.436, H44 1.090, H45 1.090
32 O 7.484 -8.252 -9.056  C31 1.436, C33 1.452
33 C 6.205 -7.597 -8.846  O32 1.452, H46 1.090, H47 1.090, H48 1.090
34 H 13.497 -5.958 -6.909  C25 1.090
35 H 13.359 -4.628 -5.785  C25 1.090
36 H 14.064 -4.341 -7.357  C25 1.090
37 H 10.050 -4.131 -7.561  C27 1.090
38 H 10.666 -4.048 -5.885  C27 1.090
39 H 9.689 -6.038 -5.737  C28 1.090
40 H 11.325 -6.448 -6.121  C28 1.090
41 H 10.991 -6.750 -8.343  N29 1.010
42 H 9.462 -5.530 -9.308  C30 1.090
43 H 8.277 -5.822 -8.122  C30 1.090
44 H 9.175 -8.070 -10.124  C31 1.090
45 H 8.027 -6.871 -10.537  C31 1.090
46 H 5.572 -8.165 -8.164  C33 1.090
47 H 5.723 -7.539 -9.822  C33 1.090
48 H 6.253 -6.625 -8.356  C33 1.090
49 C 5.141 -13.037 -28.101  O50 1.427, H58 1.090, H59 1.090, H60 1.090
50 O 5.120 -12.326 -26.864  C49 1.427, C51 1.434
51 C 3.959 -11.520 -26.621  O50 1.434, C52 1.511, H61 1.090, H62 1.090
52 C 4.061 -10.932 -25.232  C51 1.511, N53 1.468, H63 1.090, H64 1.090
53 N 4.116 -12.052 -24.285  C52 1.468, C54 1.493, H65 1.010
54 C 4.379 -11.454 -22.942  N53 1.493, C55 1.523, H66 1.090, H67 1.090
55 C 4.581 -12.534 -21.887  C54 1.523, O56 1.496, H68 1.090, H69 1.090
56 O 5.545 -13.577 -22.354  C55 1.496, C57 1.414
57 C 5.848 -14.654 -21.489  O56 1.414, H70 1.090, H71 1.090, H72 1.090
58 H 6.054 -13.594 -28.313  C49 1.090
59 H 5.112 -12.313 -28.916  C49 1.090
60 H 4.413 -13.847 -28.054  C49 1.090
61 H 2.990 -11.987 -26.795  C51 1.090
62 H 4.011 -10.723 -27.363  C51 1.090
63 H 3.117 -10.389 -25.200  C52 1.090
64 H 4.944 -10.293 -25.214  C52 1.090
65 H 4.911 -12.614 -24.555  N53 1.010
66 H 3.541 -10.874 -22.555  C54 1.090
67 H 5.358 -10.977 -22.918  C54 1.090
68 H 3.595 -12.958 -21.697  C55 1.090
69 H 4.890 -12.096 -20.938  C55 1.090
70 H 5.023 -15.366 -21.446  C57 1.090
71 H 6.055 -14.424 -20.444  C57 1.090
72 H 6.646 -15.230 -21.957  C57 1.090
73 C 8.854 -15.597 -18.695  O74 1.455, H82 1.090, H83 1.090, H84 1.090
74 O 9.645 -14.861 -17.721  C73 1.455, C75 1.432
75 C 11.024 -15.249 -17.704  O74 1.432, C76 1.530, H85 1.090, H86 1.090
76 C 11.752 -14.358 -16.695  C75 1.530, N77 1.425, H87 1.090, H88 1.090
77 N 11.272 -14.663 -15.388  C76 1.425, C78 1.425, H89 1.010
78 C 11.822 -15.813 -14.751  N77 1.425, C79 1.514, H90 1.090, H91 1.090
79 C 11.290 -16.158 -13.376  C78 1.514, O80 1.424, H92 1.090, H93 1.090
80 O 9.881 -16.369 -13.390  C79 1.424, C81 1.461
81 C 9.281 -16.641 -12.085  O80 1.461, H94 1.090, H95 1.090, H96 1.090
82 H 9.376 -15.478 -19.644  C73 1.090
83 H 7.839 -15.200 -18.728  C73 1.090
84 H 8.806 -16.645 -18.398  C73 1.090
85 H 11.613 -15.194 -18.620  C75 1.090
86 H 11.113 -16.313 -17.485  C75 1.090
87 H 11.709 -13.334 -17.068  C76 1.090
88 H 12.820 -14.536 -16.820  C76 1.090
89 H 10.264 -14.716 -15.409  N77 1.010
90 H 12.883 -15.569 -14.689  C78 1.090
91 H 11.629 -16.700 -15.353  C78 1.090
92 H 11.536 -15.295 -12.757  C79 1.090
93 H 11.804 -17.047 -13.009  C79 1.090
94 H 9.041 -15.749 -11.507  C81 1.090
95 H 9.969 -17.200 -11.450  C81 1.090
96 H 8.338 -17.171 -12.211  C81 1.090
97 C 16.758 -8.030 -21.018  O98 1.425, H106 1.090, H107 1.090, H108 1.090
98 O 15.666 -8.700 -20.395  C97 1.425, C99 1.470
99 C 14.633 -9.030 -21.387  O98 1.470, C100 1.574, H109 1.090, H110 1.090
100 C 13.361 -9.641 -20.690  C99 1.574, N101 1.493, H111 1.090, H112 1.090
101 N 13.600 -10.974 -20.062  C100 1.493, C102 1.433, H113 1.010
102 C 12.396 -11.681 -19.737  N101 1.433, C103 1.562, H114 1.090, H115 1.090
103 C 11.426 -10.961 -18.747  C102 1.562, O104 1.465, H116 1.090, H117 1.090
104 O 12.031 -10.584 -17.467  C103 1.465, C105 1.463
105 C 11.021 -10.282 -16.452  O104 1.463, H118 1.090, H119 1.090, H120 1.090
106 H 16.482 -7.068 -21.449  C97 1.090
107 H 17.198 -8.564 -21.861  C97 1.090
108 H 17.496 -7.919 -20.223  C97 1.090
109 H 15.120 -9.726 -22.071  C99 1.090
110 H 14.313 -8.110 -21.876  C99 1.090
111 H 12.654 -9.822 -21.500  C100 1.090
112 H 12.882 -8.909 -20.040  C100 1.090
113 H 14.032 -11.527 -20.788  N101 1.010
114 H 12.760 -12.658 -19.417  C102 1.090
115 H 11.860 -11.862 -20.669  C102 1.090
116 H 10.699 -11.756 -18.579  C103 1.090
117 H 10.927 -10.090 -19.170  C103 1.090
118 H 11.270 -9.539 -15.695  C105 1.090
119 H 10.858 -11.209 -15.903  C105 1.090
120 H 10.008 -10.117 -16.820  C105 1.090
121 C 5.562 -17.710 -19.316  O122 1.426, H130 1.090, H131 1.090, H132 1.090
122 O 5.677 -18.768 -20.264  C121 1.426, C123 1.435
123 C 4.850 -19.906 -19.979  O122 1.435, C124 1.554, H133 1.090, H134 1.090
124 C 4.813 -20.929 -21.148  C123 1.554, N125 1.412, H135 1.090, H136 1.090
125 N 6.128 -21.316 -21.484  C124 1.412, C126 1.434, H137 1.010
126 C 6.267 -22.404 -22.408  N125 1.434, C127 1.560, H138 1.090, H139 1.090
127 C 7.747 -22.392 -22.900  C126 1.560, O128 1.411, H140 1.090, H141 1.090
128 O 8.248 -21.237 -23.537  C127 1.411, C129 1.429
129 C 9.525 -21.408 -24.156  O128 1.429, H142 1.090, H143 1.090, H144 1.090
130 H 5.935 -17.942 -18.319  C121 1.090
131 H 4.581 -17.233 -19.308  C121 1.090
132 H 6.287 -16.964 -19.642  C121 1.090
133 H 3.846 -19.499 -19.857  C123 1.090
134 H 5.132 -20.454 -19.080  C123 1.090
135 H 4.195 -20.478 -21.925  C124 1.090
136 H 4.266 -21.778 -20.740  C124 1.090
137 H 6.787 -20.570 -21.659  N125 1.010
138 H 5.546 -22.202 -23.201  C126 1.090
139 H 6.049 -23.349 -21.911  C126 1.090
140 H 7.797 -23.202 -23.627  C127 1.090
141 H 8.347 -22.659 -22.030  C127 1.090
142 H 9.983 -20.421 -24.214  C129 1.090
143 H 9.378 -21.670 -25.204  C129 1.090
144 H 10.165 -22.183 -23.734  C129 1.090
145 C 4.549 -13.083 -10.425  O146 1.422, H154 1.090, H155 1.090, H156 1.090
146 O 3.953 -14.112 -11.203  C145 1.422, C147 1.351
147 C 2.640 -13.900 -11.440  O146 1.351, C148 1.562, H157 1.090, H158 1.090
148 C 2.020 -15.043 -12.307  C147 1.562, N149 1.503, H159 1.090, H160 1.090
149 N 2.582 -14.859 -13.688  C148 1.503, C150 1.474, H161 1.010
150 C 2.321 -16.003 -14.580  N149 1.474, C151 1.509, H162 1.090, H163 1.090
151 C 3.072 -17.276 -14.277  C150 1.509, O152 1.468, H164 1.090, H165 1.090
152 O 4.477 -16.895 -14.468  C151 1.468, C153 1.434
153 C 5.409 -17.980 -14.355  O152 1.434, H166 1.090, H167 1.090, H168 1.090
154 H 3.954 -12.770 -9.567  C145 1.090
155 H 4.724 -12.218 -11.066  C145 1.090
156 H 5.453 -13.405 -9.907  C145 1.090
157 H 2.478 -12.889 -11.813  C147 1.090
158 H 2.159 -13.998 -10.467  C147 1.090
159 H 0.939 -14.949 -12.403  C148 1.090
160 H 2.387 -16.006 -11.950  C148 1.090
161 H 3.572 -14.942 -13.507  N149 1.010
162 H 2.600 -15.784 -15.610  C150 1.090
163 H 1.270 -16.262 -14.714  C150 1.090
164 H 2.797 -18.099 -14.937  C151 1.090
165 H 2.864 -17.650 -13.274  C151 1.090
166 H 5.122 -18.696 -15.125  C153 1.090
167 H 5.473 -18.424 -13.362  C153 1.090
168 H 6.415 -17.596 -14.522  C153 1.090
169 C 1.184 -12.803 -18.936  O170 1.419, H178 1.090, H179 1.090, H180 1.090
170 O 2.430 -12.227 -18.573  C169 1.419, C171 1.420
171 C 2.483 -10.856 -18.937  O170 1.420, C172 1.557, H181 1.090, H182 1.090
172 C 3.600 -10.273 -18.022  C171 1.557, N173 1.477, H183 1.090, H184 1.090
173 N 3.222 -10.597 -16.631  C172 1.477, C174 1.440, H185 1.010
174 C 4.443 -10.617 -15.869  N173 1.440, C175 1.552, H186 1.090, H187 1.090
175 C 4.130 -10.756 -14.355  C174 1.552, O176 1.400, H188 1.090, H189 1.090
176 O 3.908 -9.436 -13.945  C175 1.400, C177 1.409
177 C 3.739 -9.270 -12.556  O176 1.409, H190 1.090, H191 1.090, H192 1.090
178 H 0.505 -12.300 -18.247  C169 1.090
179 H 1.286 -13.865 -18.712  C169 1.090
180 H 0.823 -12.626 -19.949  C169 1.090
181 H 1.548 -10.312 -18.805  C171 1.090
182 H 2.815 -10.662 -19.957  C171 1.090
183 H 3.654 -9.199 -18.197  C172 1.090
184 H 4.566 -10.668 -18.335  C172 1.090
185 H 2.778 -11.493 -16.775  N173 1.010
186 H 5.021 -9.703 -16.001  C174 1.090
187 H 5.130 -11.403 -16.182  C174 1.090
188 H 5.062 -11.123 -13.925  C175 1.090
189 H 3.347 -11.485 -14.141  C175 1.090
190 H 4.537 -9.742 -11.982  C177 1.090
191 H 2.788 -9.713 -12.260  C177 1.090
192 H 3.765 -8.193 -12.392  C177 1.090
193 O 12.775 -12.727 -14.024  H194 0.957, H195 0.957
194 H 13.019 -12.138 -14.737  O193 0.957
195 H 12.313 -13.447 -14.454  O193 0.957
196 O 5.365 -10.935 -8.193  H197 0.957, H198 0.957
197 H 6.287 -10.717 -8.054  O196 0.957
198 H 5.152 -11.540 -7.482  O196 0.957
199 O 7.878 -10.335 -7.579  H200 0.957, H201 0.957
200 H 7.839 -9.820 -8.385  O199 0.957
201 H 8.422 -9.814 -6.987  O199 0.957
202 O 6.492 -8.273 -13.761  H203 0.957, H204 0.957
203 H 5.603 -8.627 -13.803  O202 0.957
204 H 7.009 -8.970 -13.358  O202 0.957
205 O 8.492 -12.414 -17.286  H206 0.957, H207 0.957
206 H 7.691 -12.939 -17.302  O205 0.957
207 H 9.199 -13.057 -17.237  O205 0.957

The energy above the lowest of the compared OMol25 structures with the same formula, charge and spin is 2.254 eV. Its total energy is -106788.434 eV. For the orbital gap, the calculation gives 8.835 eV. The value obtained for the highest occupied orbital energy is -8.35 eV.

Mulliken atomic charge list, values in e, 99 entries:
1. C -0.41
2. O 0.81
3. C -0.53
4. C 0.00
5. N 0.61
6. C 0.89
7. C -1.06
8. O -0.44
9. C -0.37
10. H 0.13
11. H 0.08
12. H -0.15
13. H 0.37
14. H -0.25
15. H -1.19
16. H 0.50
17. H 0.26
18. H -0.97
19. H 0.40
20. H 0.10
21. H 0.49
22. H 0.03
23. H 0.30
24. H 0.16
25. C -0.73
26. O -0.37
27. C -0.33
28. C -0.87
29. N -0.31
30. C -0.78
31. C -0.59
32. O -0.04
33. C -0.92
34. H 0.28
35. H 0.33
36. H 0.27
37. H 0.33
38. H 0.30
39. H 0.37
40. H 0.41
41. H 0.29
42. H 0.41
43. H 0.42
44. H 0.28
45. H 0.42
46. H 0.27
47. H 0.29
48. H 0.32
49. C -0.76
50. O -0.32
51. C -0.70
52. C -0.51
53. N -0.37
54. C -0.86
55. C -0.23
56. O -0.38
57. C -0.63
58. H 0.25
59. H 0.29
60. H 0.30
61. H 0.39
62. H 0.45
63. H 0.30
64. H 0.35
65. H 0.31
66. H 0.37
67. H 0.39
68. H 0.27
69. H 0.23
70. H 0.38
71. H 0.06
72. H 0.37
73. C -0.74
74. O -0.03
75. C -0.97
76. C -0.58
77. N 0.64
78. C -0.68
79. C -0.86
80. O -0.16
81. C -0.81
82. H 0.44
83. H -0.08
84. H 0.38
85. H 0.55
86. H 0.43
87. H -0.24
88. H 0.52
89. H -0.26
90. H 0.36
91. H 0.44
92. H 0.40
93. H 0.49
94. H 0.28
95. H 0.40
96. H 0.17
97. C -0.75
98. O -0.26
99. C -0.64